The following is a quantum chemistry calculation of 6 unconnected molecules or ions with the total composition C21H46ClN7O3 at a distorted geometry, from OMol25.

The geometry in XYZ format:
```
78
Properties=species:S:1:pos:R:3:mulliken_charge:R:1
C -18.406 -10.192 5.130 -1.07
C -18.175 -10.039 6.608 0.55
O -18.753 -10.564 7.483 -0.33
N -16.841 -9.315 6.970 -0.17
H -16.097 -9.849 6.518 0.35
H -16.876 -8.395 6.524 0.40
C -16.574 -9.245 8.447 -0.77
H -17.620 -10.796 4.679 0.35
H -18.628 -9.243 4.640 0.39
H -19.333 -10.762 5.058 0.33
H -15.578 -8.819 8.608 0.22
H -16.650 -10.262 8.820 0.36
H -17.359 -8.639 8.887 0.36
C -11.971 -13.936 10.388 -1.09
C -11.698 -12.470 10.372 0.52
O -10.667 -11.909 10.490 -0.34
N -12.915 -11.605 10.002 0.31
H -12.602 -10.750 9.485 -0.26
H -13.472 -12.122 9.317 0.44
C -13.793 -11.252 11.155 -0.53
H -11.895 -14.335 9.372 0.33
H -12.981 -14.164 10.737 0.39
H -11.259 -14.446 11.031 0.36
H -13.242 -10.568 11.797 0.20
H -14.009 -12.140 11.743 0.37
H -14.683 -10.755 10.789 0.18
C -9.533 -4.702 9.415 -1.01
C -10.832 -4.841 8.708 0.74
O -11.809 -4.183 8.793 -0.43
N -10.874 -5.943 7.634 0.50
H -9.937 -6.340 7.551 0.40
H -11.522 -6.698 7.936 -0.36
C -11.286 -5.402 6.302 -0.73
H -9.650 -4.178 10.359 0.27
H -8.839 -4.129 8.793 0.42
H -9.129 -5.695 9.633 0.23
H -12.357 -5.216 6.319 0.35
H -11.088 -6.130 5.522 0.24
H -10.796 -4.445 6.152 0.38
C -10.655 -12.184 5.663 -1.33
C -10.807 -10.687 5.944 -0.19
N -10.521 -9.886 4.740 0.27
C -9.476 -9.003 4.561 -0.41
C -9.600 -8.470 3.327 -0.59
N -10.732 -9.016 2.772 0.11
C -11.238 -9.890 3.634 -0.05
C -11.337 -8.675 1.469 -0.80
H -11.463 -12.609 5.064 0.40
H -10.679 -12.690 6.629 0.35
H -9.747 -12.474 5.134 0.38
H -10.165 -10.460 6.787 0.27
H -11.856 -10.513 6.176 0.13
H -8.683 -8.892 5.281 0.54
H -8.942 -7.839 2.753 0.48
H -12.090 -10.498 3.380 0.40
H -10.532 -8.568 0.744 0.36
H -11.864 -7.732 1.566 0.33
H -11.951 -9.508 1.147 0.33
C -9.242 -8.705 10.941 -0.87
C -10.229 -8.679 12.095 -0.14
N -10.827 -7.337 12.290 0.24
C -10.125 -6.288 12.836 -0.28
C -10.950 -5.217 12.803 -0.73
N -12.040 -5.572 12.041 0.31
C -11.991 -6.885 11.832 -0.12
C -13.246 -4.740 11.876 -0.92
H -8.762 -9.680 10.927 0.41
H -8.498 -7.911 10.985 0.43
H -9.836 -8.543 10.036 0.04
H -9.892 -8.998 13.078 0.41
H -11.078 -9.319 11.844 -0.21
H -9.130 -6.380 13.238 0.48
H -10.731 -4.195 13.070 0.49
H -12.675 -7.482 11.247 0.36
H -13.033 -3.997 11.106 0.35
H -13.441 -4.189 12.791 0.38
H -14.089 -5.340 11.556 0.33
Cl -12.620 -8.629 8.593 -0.80
```

## Properties
Relative energy (zero: lowest compared OMol25 entry of this formula, charge and spin) (kcal/mol): 0.5
Lowest unoccupied orbital energy (eV): -9.8018
HOMO-LUMO gap (eV): 9.65
Charge: +4

***

The following is a quantum chemistry calculation of a molecular structure, C21H46ILaN4OSi4 at a distorted geometry, from OMol25.

The geometry in XYZ format:
```
78
Properties=species:S:1:pos:R:3:mulliken_charge:R:1
C 1.737 -0.786 -3.659 -1.10
I -2.194 -0.331 -2.130 -0.79
H 0.818 -1.342 -3.831 0.05
H 2.424 -1.453 -4.201 0.27
H 1.661 0.219 -4.138 0.30
C -0.795 4.231 0.195 -0.55
C -1.988 3.827 -0.241 -0.68
N -2.167 2.530 0.230 0.44
C -1.090 2.108 0.991 -0.15
N -0.250 3.181 0.925 0.53
H -0.271 5.140 0.068 0.50
H -2.747 4.302 -0.848 0.45
C 1.754 -3.344 0.257 -0.92
C 1.420 -1.886 -1.432 -0.68
N 1.946 -2.048 -0.187 0.85
H 0.584 -4.952 -0.675 0.38
N 0.678 -3.027 -1.675 0.68
H 2.286 -3.724 1.114 0.51
La -1.408 -0.125 0.598 0.74
C 1.731 -0.624 -2.223 0.72
O 2.016 0.469 -1.661 -0.88
C 0.953 -3.948 -0.661 -0.67
C -0.402 -3.314 -2.620 -0.97
H -1.395 -3.201 -2.156 0.22
H -0.350 -4.363 -2.942 0.36
H -0.371 -2.684 -3.511 0.24
C 2.653 -1.078 0.616 -0.63
H 3.629 -1.517 0.888 0.38
H 2.079 -0.810 1.529 -0.07
H 2.782 -0.161 0.032 0.18
C 1.041 3.248 1.562 -0.45
H 1.404 4.279 1.492 0.31
H 1.761 2.581 1.060 0.11
H 0.976 2.950 2.620 -0.03
C -3.421 1.825 0.062 -1.43
H -3.359 1.238 -0.912 0.22
H -4.258 2.539 -0.058 0.30
H -3.694 1.136 0.911 0.42
C -3.872 -0.902 2.662 -1.46
Si -2.281 -1.699 3.363 0.37
C -2.656 -2.564 4.976 -1.13
C -1.693 -2.950 2.056 -1.42
Si -0.632 -0.083 3.554 -0.24
Si -1.494 1.650 4.847 0.40
C -2.531 0.990 6.288 -1.10
C -0.020 2.664 5.462 -1.15
C -2.648 2.790 3.882 -0.86
Si 0.916 -1.110 4.982 0.49
C 0.359 -1.085 6.775 -1.22
C 1.171 -2.923 4.448 -0.74
C 2.560 -0.189 4.826 -1.21
H -4.653 -1.420 3.225 0.47
H -4.024 -1.119 1.593 0.48
H -3.963 0.173 2.861 0.24
H -3.357 -3.385 4.771 0.44
H -1.773 -3.007 5.451 0.19
H -3.130 -1.910 5.715 0.23
H -2.136 -2.822 1.049 0.56
H -0.600 -3.044 1.973 0.24
H -2.071 -3.900 2.457 0.36
H -1.943 0.456 7.046 0.26
H -3.009 1.857 6.775 0.43
H -3.333 0.322 5.942 0.17
H 0.775 2.047 5.901 0.12
H -0.372 3.365 6.236 0.46
H 0.422 3.260 4.651 0.29
H -2.093 3.587 3.374 0.18
H -3.233 2.259 3.123 0.04
H -3.356 3.267 4.575 0.49
H -0.585 -1.611 6.941 0.31
H 1.117 -1.581 7.396 0.42
H 0.239 -0.072 7.168 0.25
H 1.632 -2.985 3.454 -0.06
H 1.844 -3.412 5.166 0.41
H 0.235 -3.494 4.425 0.20
H 3.067 -0.423 3.878 0.29
H 2.428 0.901 4.873 0.28
H 3.237 -0.482 5.646 0.40
```

## Properties
Relative energy (zero: lowest compared OMol25 entry of this formula, charge and spin) (kcal/mol): 0.0
Lowest unoccupied orbital energy (alpha / beta) (eV): 4.2537 / 4.2243
HOMO-LUMO gap (alpha / beta) (eV): 2.29 / 2.26
Charge: -2

***

The following is a quantum chemistry calculation of a molecular structure, C21H46IN4OSi4TeY at a distorted geometry, from OMol25.

The geometry in XYZ format:
```
79
Properties=species:S:1:pos:R:3:mulliken_charge:R:1
C 0.944 0.257 -6.077 -0.93
I -3.931 -1.485 -3.804 -0.58
H -0.144 0.075 -6.182 0.07
H 1.493 -0.694 -6.052 0.26
H 1.294 0.882 -6.905 0.36
C -0.329 3.089 -1.480 -0.24
C -1.532 2.798 -2.010 -1.71
N -1.339 1.794 -2.961 0.88
C 0.014 1.440 -2.931 0.06
N 0.614 2.297 -2.093 0.54
H -0.060 3.827 -0.742 0.62
H -2.495 3.256 -1.877 0.47
C 1.819 -2.654 -2.275 -0.33
C 0.941 -0.945 -3.436 -1.58
N 1.926 -1.322 -2.601 0.75
H 0.371 -4.156 -2.982 0.38
N 0.159 -2.098 -3.630 1.16
H 2.546 -3.142 -1.636 0.47
Y -1.595 -0.634 -2.817 0.23
C 0.629 0.452 -3.836 0.89
O 1.236 0.996 -4.898 -0.35
C 0.755 -3.150 -2.922 -1.36
C -0.509 -2.376 -4.911 -1.26
H -0.969 -3.368 -4.843 0.33
H 0.236 -2.380 -5.729 0.43
H -1.296 -1.626 -5.129 0.18
C 3.065 -0.527 -2.177 -0.82
H 3.912 -1.206 -2.030 0.48
H 2.851 -0.030 -1.225 -0.31
H 3.320 0.205 -2.946 0.37
C 2.047 2.531 -1.973 -1.18
H 2.215 3.601 -1.799 0.45
H 2.538 2.231 -2.906 0.40
H 2.460 1.977 -1.120 0.09
C -2.136 1.805 -4.209 -0.92
H -1.498 2.014 -5.088 0.19
H -2.878 2.609 -4.090 0.46
H -2.713 0.857 -4.362 0.04
C -3.720 -0.427 3.109 -0.76
Si -2.124 -1.387 3.403 0.75
C -1.714 -1.383 5.244 -1.68
C -2.330 -3.185 2.870 -0.47
Si -0.448 -0.290 2.164 3.00
Te -1.315 -1.207 -0.028 -2.08
Si -0.506 1.993 2.722 0.20
C -0.772 2.163 4.585 -1.77
C 1.127 2.799 2.245 -0.38
C -1.931 2.800 1.803 -0.82
Si 1.629 -1.134 2.862 -0.27
C 1.852 -0.711 4.687 -1.62
C 1.577 -2.995 2.587 -0.26
C 3.076 -0.399 1.907 -0.27
H -4.516 -0.900 3.704 0.34
H -4.019 -0.452 2.053 0.22
H -3.643 0.625 3.416 0.16
H -2.626 -1.690 5.778 0.30
H -0.925 -2.108 5.480 0.33
H -1.412 -0.401 5.626 0.15
H -2.476 -3.286 1.786 0.23
H -1.470 -3.804 3.158 0.19
H -3.223 -3.588 3.374 0.31
H 0.049 1.731 5.173 0.31
H -0.818 3.240 4.811 0.44
H -1.714 1.709 4.921 0.02
H 1.352 2.686 1.175 -0.19
H 1.053 3.875 2.465 0.41
H 1.973 2.394 2.816 0.12
H -2.146 2.307 0.846 0.14
H -2.848 2.794 2.407 0.18
H -1.660 3.845 1.596 0.35
H 1.123 -1.212 5.335 0.07
H 2.857 -1.055 4.976 0.51
H 1.800 0.369 4.880 0.01
H 1.254 -3.247 1.567 0.20
H 2.596 -3.385 2.734 0.42
H 0.908 -3.502 3.295 -0.02
H 3.129 -0.813 0.890 -0.17
H 3.035 0.695 1.833 0.03
H 4.006 -0.669 2.431 0.36
```

## Properties
Lowest unoccupied orbital energy (alpha / beta) (eV): 3.7227 / 3.7776
HOMO-LUMO gap (alpha / beta) (eV): 2.53 / 1.15
Charge: -2